C4H6F2S2 in the gas phase in a non-equilibrium geometry. Source: the OMol25 dataset; level of theory: ωB97M-V/def2-TZVPD.

Last columns: bonded neighbours and bond lengths (Å).
Element x y z (Å)
1 S -0.2018 0.8932 0.0869  C6 1.910, C7 1.703
2 S 1.7158 -1.7004 -0.2554  C6 1.638
3 F -2.6961 1.1060 -1.1721  C5 1.562
4 F 0.3317 0.1418 2.9516  C8 1.420
5 C -1.7082 1.1960 -2.3792  F3 1.562, C7 1.752, H10 1.211, H13 1.185
6 C 0.7506 -0.6838 0.5916  S1 1.910, S2 1.638, C8 1.489
7 C -0.3242 0.4964 -1.5643  S1 1.703, C5 1.752, H11 1.194, H14 1.093
8 C 0.9196 -0.8004 2.0665  F4 1.420, C6 1.489, H9 1.222, H12 1.148
9 H 0.3765 -1.8681 2.3064  C8 1.222
10 H -1.4304 2.2397 -2.9275  C5 1.211
11 H 0.6755 0.9785 -2.0050  C7 1.194
12 H 2.0635 -0.8985 2.0561  C8 1.148
13 H -2.0755 0.5656 -3.3124  C5 1.185
14 H -0.3821 -0.5832 -1.7260  C7 1.093

Values from the calculation:
**Strongest force on any atom**: 0.107 hartree/bohr
**Orbital gap**: 8.53 eV
**ΔE to the lowest compared entry with this formula, charge and spin**: 3.349 eV
**Spin multiplicity**: 1
**M**: 156.222 u
**Calculated total energy**: -31346.8201 eV
**SMILES string**: FCCSC(=S)CF
**E_HOMO**: -9.16 eV

natural (NBO) atomic charge list, values in e, 6 entries: number 1, S, carries 0.369; number 2, S, carries 0.005; number 3, F, carries -0.400; number 4, F, carries -0.354; number 5, C, carries 0.028; number 6, C, carries -0.259